Formula: C6H18Li3NO3
Source: the OMol25 dataset
Level of theory: ωB97M-V/def2-TZVPD

## Properties
* relative energy (zero: lowest compared OMol25 entry of this formula, charge and spin): 0.029 eV
* total charge: +1
* LUMO (alpha / beta): -3.737 / -7.468 eV
* spin multiplicity: 2
* orbital gap (alpha / beta): 8.86 / 4.94 eV
* E_tot: -14756.90587 eV

Geometry as XYZ:
```
31
Properties=species:S:1:pos:R:3:lowdin_charge:R:1
Li -2.69 0.67 2.67 0.73
Li 0.12 0.57 3.77 0.80
Li -0.61 -0.01 1.23 0.65
O -0.96 1.64 2.24 -0.60
H -1.14 2.57 1.99 -0.03
O -1.75 -0.08 4.35 -0.41
H -1.96 0.67 4.95 -0.03
O -2.39 -0.89 1.57 -0.28
H -2.97 -1.56 1.16 0.03
C 2.52 1.54 -0.94 -0.07
C 1.38 1.08 -0.02 -0.25
N 0.55 -0.04 -0.58 -0.25
C -0.01 0.22 -1.89 -0.24
C -1.57 0.07 -1.89 -0.06
C 1.31 -1.29 -0.68 -0.25
C 0.32 -2.48 -0.92 -0.08
H 2.21 1.80 -1.96 0.08
H 3.29 0.77 -0.98 0.08
H 2.90 2.40 -0.39 0.08
H 1.80 0.81 0.95 0.10
H 0.69 1.91 0.14 0.10
H 0.15 1.27 -2.14 0.11
H 0.42 -0.39 -2.69 0.12
H -1.96 0.87 -1.25 0.07
H -1.96 0.31 -2.88 0.08
H -1.93 -0.93 -1.63 0.06
H 1.71 -1.70 0.25 0.11
H 2.12 -1.35 -1.41 0.12
H 0.91 -3.39 -0.76 0.08
H 0.03 -2.50 -1.97 0.07
H -0.56 -2.55 -0.28 0.06
```

=====

Formula: C6H18MnN2O14S2
Source: the OMol25 dataset
Level of theory: ωB97M-V/def2-TZVPD

## Properties
* relative energy (zero: lowest compared OMol25 entry of this formula, charge and spin): 1.473 eV
* total charge: -2
* LUMO (alpha / beta): 4.085 / 4.083 eV
* spin multiplicity: 6
* orbital gap (alpha / beta): 4.59 / 4.97 eV
* E_tot: -91142.32822 eV

Geometry as XYZ:
```
43
Properties=species:S:1:pos:R:3:lowdin_charge:R:1
Mn -0.14 -1.38 1.29 0.78
N 2.07 -0.80 3.70 -0.57
O 2.85 0.14 4.05 -0.12
O 0.93 -0.53 3.19 -0.12
O 2.43 -1.98 3.82 -0.03
N -3.39 -0.59 2.10 -0.60
O -3.74 0.35 1.34 -0.08
O -4.15 -1.12 2.91 -0.04
O -2.20 -1.03 1.98 -0.11
O 1.88 -1.72 0.54 -0.43
H 2.24 -1.58 -0.34 -0.12
O 0.13 -3.23 2.05 -0.45
H -0.36 -3.97 2.40 -0.11
O 0.27 0.59 0.76 -0.32
S 1.08 1.67 0.29 0.66
O 0.90 2.28 -0.99 -0.30
O 1.06 2.86 1.40 -0.25
C 1.72 4.11 1.21 -0.29
C 1.62 4.86 2.49 -0.07
C 2.84 1.14 0.53 -0.07
H 1.28 4.63 0.35 0.12
H 2.75 3.85 0.93 0.10
H 2.24 4.40 3.27 0.09
H 0.62 4.92 2.92 0.08
H 1.92 5.90 2.33 0.07
H 3.41 2.04 0.29 0.04
H 3.03 0.37 -0.21 0.05
H 2.85 0.85 1.58 0.06
O -0.72 -1.75 -0.82 -0.30
S -0.24 -1.67 -2.17 0.68
O 1.14 -1.81 -2.54 -0.26
O -1.04 -2.82 -3.05 -0.26
C -2.46 -2.89 -2.82 -0.26
C -3.14 -2.55 -4.16 -0.08
C -0.94 -0.15 -2.98 -0.07
H -2.76 -2.30 -1.96 0.12
H -2.74 -3.92 -2.60 0.12
H -4.20 -2.33 -4.07 0.07
H -3.12 -3.42 -4.82 0.07
H -2.72 -1.68 -4.68 0.06
H -0.26 0.67 -2.79 0.05
H -1.97 -0.01 -2.65 0.07
H -0.96 -0.44 -4.03 0.05
```

=====

Formula: C6H18N2O
Source: the OMol25 dataset
Level of theory: ωB97M-V/def2-TZVPD

## Properties
* relative energy (zero: lowest compared OMol25 entry of this formula, charge and spin): 3.634 eV
* total charge: 0
* LUMO: 0.775 eV
* orbital gap: 8.69 eV
* E_tot: -11538.07106 eV

Geometry as XYZ:
```
27
Properties=species:S:1:pos:R:3:lowdin_charge:R:1
C 1.53 -1.57 -0.32 -0.48
C -0.01 -1.91 1.55 -0.11
C 2.14 -0.47 -1.17 -0.03
N 0.42 -1.06 0.45 -0.16
O 1.12 -2.68 -1.10 -0.03
H 0.46 -2.36 -1.74 0.09
H 0.48 -0.05 0.69 0.08
H 2.30 -1.99 0.34 0.14
H -0.31 -2.89 1.16 0.08
H -0.86 -1.45 2.05 0.07
H 0.78 -2.07 2.29 0.08
H 2.50 0.35 -0.55 0.08
H 1.40 -0.07 -1.87 0.06
H 2.98 -0.87 -1.75 0.08
C -0.36 2.44 -0.64 -0.17
C -1.42 -0.05 -0.66 0.06
C -1.46 1.81 1.37 -0.17
N -0.56 1.39 0.32 -0.26
H -1.11 2.73 1.86 0.08
H -2.49 2.03 0.99 0.08
H -1.30 2.70 -1.18 0.09
H 0.38 2.14 -1.38 0.06
H -0.01 3.37 -0.17 0.08
H -2.38 0.44 -0.54 0.03
H -1.69 -1.09 -0.53 0.05
H -0.96 0.16 -1.62 0.04
H -1.55 1.03 2.13 0.07
```

=====

Formula: C6H18N2O
Source: the OMol25 dataset
Level of theory: ωB97M-V/def2-TZVPD

## Properties
* relative energy (zero: lowest compared OMol25 entry of this formula, charge and spin): 0.800 eV
* total charge: 0
* LUMO: 0.899 eV
* structure (SMILES): CC(C)NC[C@H](C)N.O
* orbital gap: 9.75 eV
* E_tot: -11540.90558 eV

Geometry as XYZ:
```
27
Properties=species:S:1:pos:R:3:lowdin_charge:R:1
N 2.14 -0.93 1.02 0.02
C 1.23 -1.25 -0.14 -0.44
C 1.16 -2.76 -0.44 -0.05
C -0.11 -0.58 0.01 -0.23
N 0.00 0.84 -0.41 -0.05
C -0.45 2.22 1.57 -0.07
C -0.96 1.75 0.19 -0.45
C -2.39 1.25 0.29 -0.07
H 2.07 -1.59 1.79 0.06
H 1.94 0.00 1.37 0.04
H 1.89 -0.84 -0.90 0.11
H 1.96 -3.38 -0.04 0.07
H 0.24 -3.10 0.05 0.08
H 1.11 -2.86 -1.52 0.07
H -0.54 -0.77 1.00 0.12
H -0.84 -1.10 -0.63 0.11
H 0.96 1.10 -0.23 0.10
H -0.29 1.31 2.14 0.07
H -1.28 2.61 2.18 0.07
H 0.34 2.97 1.58 0.07
H -0.97 2.63 -0.47 0.13
H -3.10 2.00 -0.07 0.08
H -2.76 1.08 1.30 0.08
H -2.52 0.37 -0.35 0.07
H 0.34 -0.44 -3.86 0.03
H 0.20 0.07 -2.47 0.01
O 0.65 -0.62 -2.97 -0.05
```

=====

Formula: C6H18N2O2
Source: the OMol25 dataset
Level of theory: ωB97M-V/def2-TZVPD

## Properties
* relative energy (zero: lowest compared OMol25 entry of this formula, charge and spin): 4.331 eV
* total charge: 0
* LUMO: 0.489 eV
* orbital gap: 8.56 eV
* E_tot: -13584.82431 eV

Geometry as XYZ:
```
28
Properties=species:S:1:pos:R:3:lowdin_charge:R:1
C -0.94 -0.63 0.47 -0.48
C -0.83 0.52 1.50 -0.42
C -1.21 1.88 0.90 -0.04
N -0.28 -1.81 1.00 0.05
N -2.34 -0.87 0.15 0.03
O 0.41 0.58 2.18 -0.04
H 1.15 0.37 1.57 0.06
H 0.09 -0.14 -0.41 0.13
H -1.56 0.29 2.29 0.14
H -0.68 -2.64 0.58 0.09
H -0.35 -1.86 2.01 0.10
H -2.95 -0.67 0.94 0.08
H -2.66 -0.33 -0.64 0.07
H -1.10 2.65 1.67 0.08
H -2.25 1.88 0.56 0.07
H -0.57 2.13 0.06 0.06
C 1.46 -0.05 -0.90 -0.53
C 1.35 -0.89 -2.01 -0.03
C 1.84 1.40 -1.09 -0.03
O 2.13 -0.57 0.24 -0.06
H 1.62 -1.36 0.52 0.08
H -0.85 -1.34 -1.32 0.09
H 1.29 1.84 -1.92 0.09
H 1.71 -1.91 -1.95 0.08
H 1.26 -0.47 -3.00 0.08
H -0.28 -1.45 -1.94 0.09
H 2.90 1.49 -1.30 0.09
H 1.65 1.97 -0.18 0.07
```

=====

Formula: C6H18N2O7P2Pt
Source: the OMol25 dataset
Level of theory: ωB97M-V/def2-TZVPD

## Properties
* relative energy (zero: lowest compared OMol25 entry of this formula, charge and spin): 0.718 eV
* total charge: +2
* LUMO (alpha / beta): -6.845 / -10.577 eV
* spin multiplicity: 5
* orbital gap (alpha / beta): 10.64 / 7.04 eV
* E_tot: -45635.78354 eV

Geometry as XYZ:
```
36
Properties=species:S:1:pos:R:3:lowdin_charge:R:1
Pt -0.16 -0.27 -1.09 1.46
C 2.62 0.45 -1.15 -0.03
N 1.78 -0.48 -0.32 -0.40
C 2.22 -1.89 -0.54 -0.03
C 1.89 -0.05 1.10 -0.14
C 0.99 -0.76 2.11 -0.09
N -0.44 -0.45 2.04 -0.11
C -1.40 -1.51 2.20 0.02
C -0.89 0.91 2.20 0.01
H 3.65 0.40 -0.80 0.12
H 2.23 1.46 -1.06 0.10
H 2.58 0.13 -2.19 0.11
H 3.27 -1.98 -0.27 0.13
H 2.10 -2.15 -1.59 0.11
H 1.63 -2.57 0.07 0.09
H 1.74 1.02 1.13 0.13
H 2.92 -0.24 1.42 0.16
H 1.33 -0.42 3.10 0.17
H 1.10 -1.85 2.09 0.13
H -1.64 -1.58 3.27 0.15
H -1.00 -2.46 1.86 0.12
H -2.32 -1.25 1.67 0.10
H -0.99 1.10 3.28 0.15
H -1.87 1.03 1.73 0.11
H -0.18 1.62 1.78 0.09
O -2.29 -0.83 -2.66 -0.13
P -3.01 0.05 -1.54 0.29
O -4.44 -0.08 -1.42 -0.15
O -2.05 -0.33 -0.34 -0.42
O -2.53 1.58 -1.93 -0.21
P -1.02 2.06 -1.90 0.25
O -0.99 3.53 -2.35 0.02
O -0.17 1.06 -2.75 -0.30
O -0.44 1.90 -0.49 -0.28
H -2.76 -0.95 -3.50 0.13
H -1.45 3.82 -3.15 0.15
```